No. 1
88
Properties=species:S:1:pos:R:3:mulliken_charge:R:1 method="wB97M-V/def2-TZVPD" total_charge=+1 orbital_gap_ev="4.56 / 4.67" largest_force_ha_per_bohr=0.206 homo_ev="-9.2 / -9.3" total_energy_ha=-2581.434737
Y -0.799 -0.007 -1.470 -0.129
C -0.674 -2.400 2.337 0.504
C 0.537 -2.224 1.616 0.690
C 0.683 -1.006 3.563 1.084
C -0.590 -1.650 3.537 0.495
C 1.374 -1.357 2.370 0.122
C -1.825 -3.207 1.897 -1.223
H -1.491 -4.055 1.286 0.363
H -2.500 -2.607 1.268 -0.112
H -2.393 -3.586 2.755 0.490
C -1.652 -1.591 4.558 -1.799
H -2.526 -1.024 4.197 0.189
H -1.296 -1.104 5.473 0.382
H -2.001 -2.603 4.810 0.496
C 1.247 -0.166 4.633 -1.371
H 2.003 -0.719 5.215 0.454
H 0.470 0.177 5.328 0.302
H 1.743 0.722 4.209 0.107
C 2.728 -0.890 2.023 -1.190
H 3.476 -1.296 2.722 0.343
H 2.784 0.208 2.086 0.008
H 3.008 -1.193 1.008 0.375
C 0.859 -2.897 0.338 -1.291
H 1.060 -3.971 0.489 0.448
H 1.746 -2.459 -0.134 0.229
H 0.008 -2.836 -0.360 0.103
C -2.076 0.651 -2.993 -0.130
C -2.269 -0.852 -3.198 -0.653
C -1.213 -1.596 -4.066 -1.108
C 0.139 -1.940 -3.410 -1.189
C 0.822 -0.880 -2.575 -0.244
C 0.794 0.477 -2.867 1.949
C 0.225 1.099 -4.125 -0.948
C -1.310 1.362 -4.091 -1.394
H -1.039 -1.033 -4.988 0.446
H 0.815 -2.208 -4.236 0.607
H -1.657 -2.543 -4.414 0.647
H -1.736 1.120 -5.080 0.329
H -2.991 1.163 -2.654 0.670
H -3.212 -0.881 -3.781 0.680
H -1.480 2.439 -3.949 0.426
H 0.733 2.061 -4.276 0.548
H 1.491 1.152 -2.341 -1.189
H 0.493 0.498 -5.008 0.435
H 0.038 -2.858 -2.811 0.207
H 1.616 -1.240 -1.902 1.174
P -3.226 -2.236 -2.049 1.045
P 3.887 2.022 -0.833 0.981
C 1.898 3.225 -1.977 -1.230
C 3.327 3.462 -1.946 -0.937
H 1.370 3.127 -1.027 0.183
H 1.306 3.491 -2.849 0.828
H 3.808 3.355 -2.933 0.390
H 3.617 4.392 -1.429 0.404
C 4.691 3.040 0.458 -1.418
H 4.934 2.365 1.288 0.364
H 3.985 3.791 0.833 0.365
H 5.605 3.504 0.068 0.460
C 5.333 1.508 -1.831 -1.415
H 5.924 2.372 -2.160 0.408
H 4.970 0.947 -2.701 0.360
H 5.947 0.839 -1.215 0.397
C -4.793 -1.515 -1.635 -1.027
H -5.540 -2.320 -1.563 0.451
H -5.101 -0.802 -2.413 0.434
H -4.703 -0.984 -0.675 0.179
C -3.283 -3.917 -2.631 -1.274
H -3.360 -4.572 -1.751 0.388
H -2.369 -4.187 -3.173 0.357
H -4.157 -4.074 -3.278 0.438
O -1.209 2.328 6.006 -0.603
N -2.021 1.965 5.124 1.179
O -3.141 1.472 5.385 -0.583
C -1.618 2.084 3.736 -0.800
C -0.345 2.614 3.474 -0.166
C 0.186 2.515 2.201 -0.862
C -0.509 1.802 1.177 1.026
O 0.105 1.422 0.105 -0.998
C -1.863 1.354 1.461 -0.118
C -2.406 1.513 2.743 -0.451
N -2.423 0.562 0.440 0.709
O -2.129 -2.033 -0.979 -0.395
O -3.502 -0.014 0.714 -0.633
N 1.560 2.950 1.931 1.094
O 2.479 2.372 2.570 -0.532
O 1.761 3.851 1.098 -0.581
H 0.235 3.062 4.277 0.601
H -3.388 1.102 2.971 0.649


No. 2
90
Properties=species:S:1:pos:R:3:mulliken_charge:R:1 method="wB97M-V/def2-TZVPD" smiles="O=C1CCCO1.O=C1CCCO1.O=C1CCCO1.O=C1CCCO1.O=C1CCCO1.O=C1CCCO1.O=C1CCCO1.CC#N" orbital_gap_ev=9.87 largest_force_ha_per_bohr=0.093 homo_ev=-9.8 relative_energy_kcal_mol=19.93 total_energy_ha=-2278.244378
O -1.702 0.982 -0.511 -0.162
C -1.879 1.385 -1.676 0.289
O -2.033 2.669 -1.932 -0.403
C -2.075 2.873 -3.321 -0.630
C -1.564 1.580 -3.935 -0.374
C -2.010 0.545 -2.924 0.066
H -1.460 3.739 -3.563 0.341
H -3.101 3.042 -3.650 0.318
H -0.507 1.720 -4.157 -0.091
H -2.046 1.407 -4.897 0.432
H -1.404 -0.352 -2.797 0.050
H -3.004 0.197 -3.204 0.084
O -0.312 2.277 5.405 -0.689
C -0.598 2.384 4.184 0.348
O 0.333 2.000 3.223 -0.168
C -0.193 2.218 1.866 1.189
C -1.432 3.056 2.089 -0.447
C -1.899 2.916 3.519 -0.360
H -0.382 1.224 1.460 -0.565
H 0.497 2.744 1.205 -0.293
H -2.220 2.713 1.418 0.158
H -1.166 4.107 1.971 0.416
H -2.733 2.221 3.614 0.002
H -2.178 3.824 4.053 0.384
O -4.220 0.428 1.831 -0.579
C -3.629 -0.175 2.723 0.208
O -3.959 -0.125 3.998 -0.402
C -3.128 -0.868 4.820 -0.635
C -1.960 -1.165 3.988 -0.500
C -2.441 -1.047 2.554 1.460
H -3.467 -1.788 5.296 0.304
H -2.851 -0.234 5.663 0.343
H -1.581 -2.181 4.095 0.536
H -1.144 -0.444 4.018 0.006
H -2.785 -2.047 2.291 0.274
H -1.713 -0.582 1.890 -1.081
O 1.287 -0.378 -2.413 -0.521
C 1.929 0.627 -2.198 0.109
O 1.885 1.210 -0.955 0.248
C 2.814 2.217 -0.934 -0.193
C 3.130 2.610 -2.359 -0.702
C 2.782 1.415 -3.193 -0.430
H 3.708 1.881 -0.408 0.110
H 2.358 3.031 -0.371 0.301
H 4.179 2.874 -2.494 0.370
H 2.555 3.499 -2.618 0.262
H 3.616 0.770 -3.468 0.266
H 2.262 1.681 -4.114 0.252
O -3.023 -2.481 -0.090 -0.552
C -3.896 -2.066 -0.863 0.619
O -4.275 -2.726 -1.996 -0.428
C -5.371 -2.170 -2.674 -0.485
C -5.525 -0.794 -2.058 -0.581
C -4.819 -0.807 -0.747 0.047
H -6.269 -2.781 -2.582 0.277
H -5.101 -2.163 -3.730 0.332
H -6.534 -0.381 -2.056 0.420
H -5.005 -0.020 -2.623 0.076
H -5.502 -0.912 0.096 0.519
H -4.187 0.058 -0.545 -0.209
O 3.224 3.015 2.064 -0.568
C 3.888 2.110 2.594 0.424
O 4.931 2.400 3.351 -0.371
C 5.416 1.309 4.077 -0.412
C 4.702 0.093 3.522 -0.762
C 3.478 0.689 2.858 0.518
H 5.237 1.301 5.152 0.280
H 6.457 1.081 3.850 0.317
H 4.412 -0.639 4.276 0.373
H 5.383 -0.353 2.797 0.271
H 2.579 0.652 3.473 0.086
H 3.302 0.220 1.890 -0.160
O 5.361 -5.375 -3.041 -0.612
C 4.449 -4.576 -3.082 0.460
O 3.563 -4.477 -2.130 -0.392
C 2.611 -3.421 -2.301 0.205
C 2.651 -3.305 -3.824 -0.329
C 4.050 -3.613 -4.236 -0.463
H 2.861 -2.524 -1.735 -0.011
H 1.606 -3.738 -2.026 0.102
H 2.472 -2.287 -4.168 0.120
H 1.931 -3.994 -4.266 0.374
H 4.713 -2.749 -4.293 0.263
H 4.086 -4.199 -5.154 0.274
C 0.399 -1.866 0.450 1.954
C -0.023 -2.820 1.521 0.175
N -0.297 -3.518 2.414 -0.634
H 1.095 -1.173 0.923 -0.308
H -0.469 -1.262 0.184 -0.613
H 0.878 -2.416 -0.360 -0.493


No. 3
83
Properties=species:S:1:pos:R:3:mulliken_charge:R:1 method="wB97M-V/def2-TZVPD" total_charge=+2 orbital_gap_ev="3.49 / 3.50" largest_force_ha_per_bohr=0.048 homo_ev="-11.5 / -11.5" relative_energy_kcal_mol=4.59 total_energy_ha=-2723.653351
Pb -2.840 0.498 -0.276 1.210
C 2.146 3.311 1.596 0.894
C 1.778 3.524 0.231 0.679
C 0.002 4.133 1.557 0.862
C 1.071 3.755 2.414 0.527
C 0.451 4.020 0.208 0.216
C 3.440 2.801 2.090 -1.745
H 3.862 2.057 1.402 0.350
H 3.315 2.321 3.070 0.505
H 4.186 3.606 2.205 0.350
C 1.050 3.781 3.888 -1.361
H 2.069 3.724 4.273 0.477
H 0.479 2.945 4.312 0.204
H 0.612 4.723 4.232 0.423
C -1.311 4.629 2.006 -1.626
H -1.279 5.697 2.287 0.376
H -1.658 4.066 2.886 0.346
H -2.055 4.534 1.206 0.397
C -0.326 4.346 -1.002 -1.504
H -0.244 5.400 -1.301 0.325
H -1.391 4.143 -0.854 0.367
H 0.031 3.757 -1.852 0.403
C 2.588 3.198 -0.962 -1.568
H 2.750 4.075 -1.610 0.472
H 2.085 2.428 -1.572 0.297
H 3.575 2.812 -0.678 0.449
C 1.871 -1.446 0.842 -0.652
C 2.836 -0.578 0.488 -0.539
C 3.501 -0.398 -0.838 -0.205
C 2.914 -1.276 -1.973 -1.191
C 1.602 -0.826 -2.519 -0.351
C 0.375 -1.113 -2.061 -0.145
C -0.052 -1.806 -0.799 1.373
C 1.102 -2.447 0.038 -0.998
H 4.572 -0.648 -0.753 0.480
H 2.922 -2.326 -1.648 0.125
H 3.472 0.665 -1.130 -0.106
H 1.691 -3.139 -0.586 0.323
H 1.489 -1.354 1.876 0.391
H 3.186 0.146 1.242 0.424
H 0.601 -3.092 0.776 0.504
H -0.581 -1.109 -0.131 -1.576
H -0.497 -0.714 -2.635 0.643
H -0.793 -2.598 -1.030 0.359
H 3.630 -1.238 -2.806 0.600
H 1.657 -0.372 -3.531 0.414
P 0.701 -3.905 -2.612 0.862
C 0.834 -5.592 -1.910 -1.493
C 1.855 -4.079 -4.024 -1.526
P -1.709 -2.421 -3.984 0.417
C -0.952 -4.024 -3.415 -1.531
C -0.773 -2.277 -5.590 -1.150
C -3.242 -3.170 -4.657 -1.113
H -0.054 -5.797 -1.296 0.341
H 1.726 -5.632 -1.265 0.380
H 0.911 -6.308 -2.743 0.456
H 1.720 -5.102 -4.415 0.463
H 2.884 -3.935 -3.656 0.365
H 1.672 -3.335 -4.812 0.323
H -3.014 -4.050 -5.276 0.353
H -3.784 -2.415 -5.238 0.390
H -3.861 -3.466 -3.802 0.348
H -1.637 -4.453 -2.665 0.549
H -0.822 -4.728 -4.251 0.662
H -1.347 -1.604 -6.246 0.442
H -0.660 -3.264 -6.072 0.360
H 0.215 -1.815 -5.434 0.188
O -4.002 1.595 1.317 -0.930
C -3.258 1.261 2.336 1.068
N -2.083 0.681 2.009 -0.360
S -1.280 -0.018 3.353 0.983
O -0.057 0.693 3.649 -0.526
O -1.250 -1.449 3.188 -0.585
C -2.558 0.542 4.413 0.490
C -2.601 0.294 5.786 -0.479
C -3.724 0.721 6.501 -0.591
C -4.780 1.375 5.829 -0.579
C -4.701 1.644 4.456 -0.643
C -3.544 1.252 3.738 0.033
H -1.768 -0.207 6.277 0.489
H -3.773 0.541 7.576 0.435
H -5.644 1.688 6.425 0.403
H -5.522 2.142 3.934 0.506


No. 4
88
Properties=species:S:1:pos:R:3:mulliken_charge:R:1 method="wB97M-V/def2-TZVPD" total_charge=+3 orbital_gap_ev="5.90 / 5.90" largest_force_ha_per_bohr=0.086 homo_ev="-17.6 / -17.6" total_energy_ha=-2861.219002
Mo -0.518 -1.749 -2.847 -0.661
C -2.841 -3.715 1.314 -1.902
C -1.737 -2.732 1.351 0.097
C -0.896 -2.576 2.431 -0.402
C 0.181 -1.664 2.367 -0.069
N 0.398 -0.978 1.266 -0.488
N -0.378 -1.119 0.217 1.119
B -0.057 -0.414 -1.115 0.835
N 1.343 0.249 -1.154 0.359
N 1.555 1.211 -0.271 -0.154
C 2.713 1.824 -0.205 -0.040
C 3.746 1.478 -1.107 -0.505
C 3.549 0.501 -2.055 0.525
C 4.582 0.134 -3.047 -2.151
C 2.274 -0.143 -2.050 0.595
S 1.958 -1.402 -3.186 -0.095
C 2.944 2.900 0.827 2.311
C 1.646 3.206 1.582 -1.720
C 3.421 4.193 0.148 -1.915
C 4.027 2.447 1.813 -1.492
N -1.172 0.674 -1.384 -0.081
N -1.644 1.287 -0.327 -0.006
C -2.663 2.119 -0.419 -0.263
C -3.354 2.267 -1.639 -0.414
C -2.889 1.630 -2.771 0.379
C -3.580 1.712 -4.078 -1.996
C -1.704 0.864 -2.614 1.270
S -0.835 0.254 -3.993 -0.199
C -3.029 2.873 0.831 2.184
C -3.382 1.831 1.901 -1.547
C -1.797 3.675 1.269 -1.467
C -4.190 3.848 0.643 -2.260
C -1.451 -1.944 0.209 1.267
S -2.442 -2.031 -1.212 -0.159
C 1.085 -1.470 3.550 2.018
C 1.805 -2.795 3.863 -1.778
C 2.134 -0.399 3.247 -2.071
C 0.245 -1.060 4.765 -1.692
H -2.992 -4.190 2.278 0.442
H -2.617 -4.493 0.583 0.321
H -3.767 -3.240 0.997 0.453
H -1.037 -3.185 3.311 0.517
H 4.692 1.995 -1.064 0.482
H 5.513 0.669 -2.872 0.398
H 4.230 0.359 -4.055 0.448
H 4.781 -0.937 -3.012 0.484
H 0.961 3.735 0.928 0.464
H 1.845 3.826 2.451 0.545
H 1.187 2.277 1.915 -0.038
H 2.756 4.497 -0.657 0.391
H 4.428 4.079 -0.244 0.433
H 3.455 4.990 0.888 0.474
H 3.729 1.565 2.372 0.169
H 4.224 3.251 2.517 0.503
H 4.960 2.227 1.301 0.400
H -4.235 2.886 -1.692 0.647
H -4.432 2.383 -4.022 0.402
H -3.954 0.725 -4.364 0.372
H -2.912 2.047 -4.873 0.475
H -2.550 1.144 2.042 0.158
H -4.264 1.267 1.612 0.403
H -3.592 2.330 2.841 0.460
H -0.978 2.993 1.482 0.049
H -2.030 4.239 2.167 0.491
H -1.491 4.377 0.495 0.439
H -5.108 3.328 0.375 0.515
H -3.955 4.607 -0.101 0.493
H -4.377 4.364 1.582 0.396
H 2.387 -3.141 3.013 0.380
H 1.096 -3.568 4.145 0.406
H 2.479 -2.643 4.700 0.472
H 2.752 -0.696 2.404 0.413
H 2.771 -0.247 4.113 0.592
H 1.634 0.539 3.013 0.287
H -0.438 -1.849 5.066 0.443
H -0.338 -0.164 4.564 0.302
H 0.905 -0.865 5.606 0.460
C 0.532 -5.001 -4.489 -1.253
C -0.728 -4.622 -3.700 0.294
C -1.171 -5.724 -2.732 -1.299
O -0.505 -3.426 -3.049 -0.675
H 0.290 -5.732 -5.255 0.421
H 1.271 -5.438 -3.820 0.349
H 0.955 -4.112 -4.964 0.360
H -1.553 -4.423 -4.416 0.294
H -0.316 -6.123 -2.190 0.372
H -1.633 -6.536 -3.288 0.443
H -1.903 -5.327 -2.027 0.323


No. 5
87
Properties=species:S:1:pos:R:3:mulliken_charge:R:1 method="wB97M-V/def2-TZVPD" total_charge=+1 orbital_gap_ev=8.64 largest_force_ha_per_bohr=0.008 homo_ev=-10.6 relative_energy_kcal_mol=82.47 total_energy_ha=-4541.328263
Cs -0.659 0.260 -0.072 1.116
C -5.107 0.378 0.309 -2.110
C -4.218 0.626 -0.884 0.207
C -4.115 -0.311 -1.922 1.649
C -4.918 -1.588 -1.823 -2.655
C -3.288 -0.042 -3.020 1.022
C -3.186 -0.995 -4.189 -2.387
C -2.557 1.156 -3.069 1.821
C -1.604 1.400 -4.216 -2.656
C -2.711 2.116 -2.065 0.271
C -2.037 3.465 -2.180 -1.846
C -3.510 1.828 -0.950 1.416
C -3.592 2.786 0.209 -1.501
H -4.520 0.165 1.208 0.282
H -5.789 -0.452 0.159 0.480
H -5.709 1.260 0.531 0.388
H -5.988 -1.381 -1.891 0.568
H -4.749 -2.088 -0.868 0.467
H -4.680 -2.300 -2.605 0.345
H -2.325 -1.664 -4.095 0.281
H -3.068 -0.449 -5.123 0.499
H -4.075 -1.607 -4.301 0.521
H -0.792 2.066 -3.933 0.476
H -2.111 1.849 -5.075 0.404
H -1.150 0.471 -4.557 0.465
H -1.089 3.508 -1.634 0.205
H -2.671 4.254 -1.779 0.436
H -1.831 3.724 -3.215 0.497
H -2.794 3.523 0.190 -0.135
H -3.522 2.261 1.163 0.420
H -4.542 3.329 0.222 0.380
C 4.163 -4.012 2.821 -0.942
N 2.822 -3.746 3.313 -0.001
C 2.672 -3.802 4.767 -0.664
C 1.262 -3.279 4.994 -0.713
N 1.096 -2.414 3.832 0.243
C -0.104 -1.827 3.465 -0.561
C 1.996 -2.773 2.798 0.048
N 1.874 -2.210 1.665 -0.146
C 2.655 -2.580 0.500 -0.642
C 2.192 -1.799 -0.731 -1.624
N 0.866 -2.150 -1.199 0.181
C 0.670 -3.202 -1.910 -0.324
N -0.615 -3.538 -2.323 0.372
C -1.733 -3.044 -1.557 -0.909
C -0.636 -4.924 -2.754 -0.720
C 0.781 -5.084 -3.261 -0.716
N 1.524 -4.198 -2.366 0.167
C 2.925 -4.023 -2.707 -1.045
H 4.526 -4.913 3.313 0.332
H 4.852 -3.192 3.047 0.345
H 4.159 -4.196 1.753 0.316
H 3.413 -3.155 5.251 0.343
H 2.808 -4.819 5.129 0.390
H 1.160 -2.727 5.925 0.374
H 0.535 -4.097 4.976 0.349
H -0.959 -2.107 4.072 0.369
H -0.243 -1.903 2.391 0.275
H 0.899 -0.079 3.449 0.508
H 2.560 -3.654 0.294 0.635
H 3.719 -2.355 0.639 0.552
H 2.959 -1.895 -1.501 0.414
H 2.200 -0.737 -0.460 0.365
H -1.811 -3.540 -0.580 0.368
H -2.660 -3.177 -2.108 0.449
H -1.558 -1.982 -1.415 -0.329
H -1.393 -5.092 -3.518 0.366
H -0.827 -5.596 -1.906 0.335
H 0.862 -4.739 -4.300 0.358
H 1.156 -6.104 -3.195 0.418
H 3.273 -4.959 -3.141 0.388
H 3.536 -3.830 -1.829 0.295
H 3.084 -3.229 -3.443 0.330
O -0.020 -0.325 3.664 -0.295
O -0.817 0.334 2.652 -0.565
Br -0.813 6.578 0.097 -0.109
C -1.521 5.537 1.506 0.262
C -2.673 5.987 2.139 -0.438
C -3.241 5.242 3.158 -0.550
C -2.664 4.042 3.547 -0.668
C -1.518 3.585 2.920 -0.195
C -0.944 4.335 1.900 -0.163
I 0.766 3.580 0.967 0.144
H -3.116 6.922 1.825 0.423
H -4.138 5.602 3.642 0.396
H -3.108 3.451 4.338 0.430
H -1.081 2.634 3.200 0.449